Entry 1:
Molecular formula: C33H37FeN2
Method: DFT, ωB97M-V/def2-TZVPD

```
! RIJCOSX wB97M-V def2-TZVPD def2/J DEFGRID3
* xyz -1 5
C 6.3910 -0.4385 2.2620
C 4.9420 -0.0540 2.2928
C 4.0185 -0.8412 1.6182
C 2.7054 -0.3716 1.3877
C 1.7668 -1.0597 0.6006
C 2.3230 0.9059 1.9084
N 1.0796 1.4192 1.4839
C 0.0253 0.6925 1.0469
N -1.1216 1.4038 1.2890
C -2.4431 0.8981 1.4863
C -2.6397 -0.1385 2.4127
C -1.5070 -0.7022 3.2073
C -3.9502 -0.5742 2.6711
C -5.0596 0.0503 2.0918
C -6.4525 -0.3853 2.4518
C -4.8363 1.0848 1.1762
C -3.5402 1.5171 0.8574
C -3.3466 2.6100 -0.1489
C -0.7214 2.7415 1.4929
C 0.6158 2.7512 1.6007
C 3.1644 1.5602 2.8279
C 2.6934 2.7010 3.6802
C 4.4948 1.1098 2.9375
H 6.9493 0.1172 3.0187
H 6.5011 -1.5154 2.4354
H 6.8389 -0.2218 1.2802
H 4.3130 -1.7967 1.1722
H 0.0383 -0.4034 1.0391
H 1.5664 -0.5648 -0.3513
H 1.7807 -2.1493 0.5683
H -1.9011 -1.4918 3.8548
H -0.7335 -1.1695 2.5933
H -1.0295 0.0424 3.8637
H -4.0943 -1.3918 3.3825
H -7.1843 0.0731 1.7801
H -6.5610 -1.4757 2.3920
H -6.7103 -0.0994 3.4810
H -5.6836 1.5715 0.6981
H -4.3125 2.7936 -0.6330
H -3.0312 3.5630 0.3029
H -2.6260 2.3400 -0.9362
H -1.4407 3.5159 1.7172
H 1.2697 3.5645 1.8760
H 3.2646 2.7374 4.6182
H 2.8472 3.6641 3.1710
H 1.6351 2.6162 3.9727
H 5.1952 1.6765 3.5535
C 0.0420 1.6443 -2.1259
C -0.0888 0.2862 -1.5999
C 0.4713 -0.8396 -2.2618
C 0.2208 -2.2599 -1.9379
C 1.2485 -3.0612 -2.5771
C 2.1186 -2.1738 -3.3207
C 1.6391 -0.8226 -3.1878
Fe 0.2087 -1.9671 -3.8636
C 0.3795 -1.9316 -5.8275
C -0.4895 -0.8650 -5.3550
C -1.5801 -1.4655 -4.6078
C -1.3812 -2.9042 -4.6079
C -0.1752 -3.1961 -5.3628
H -0.6824 1.8261 -2.9402
H -0.1229 2.4050 -1.3507
H 1.0440 1.8172 -2.5582
H -0.8281 0.0839 -0.8298
H -0.5331 -2.5683 -1.2152
H 1.3772 -4.1334 -2.4516
H 3.0257 -2.4736 -3.8486
H 2.0773 0.0971 -3.5643
H 1.2515 -1.8060 -6.4660
H -0.3993 0.1959 -5.6006
H -2.4433 -0.9402 -4.2167
H -2.0784 -3.6352 -4.2098
H 0.2048 -4.1886 -5.5977
*
```

**Molar mass**: 517.52 u
**Frontier orbital gap (alpha / beta)**: 1.58 / 8.05 eV
**DFT total energy**: -72180.93269 eV

---

Entry 2:
Molecular formula: C33H37N3O3OsSSi
Method: DFT, ωB97M-V/def2-TZVPD

```
! RIJCOSX wB97M-V def2-TZVPD def2/J DEFGRID3
* xyz 2 1
Os -0.5502 0.5597 1.2234
C -2.0647 -4.3808 3.7889
C -1.5868 -4.2872 2.3488
N -0.2180 -3.7425 2.2495
C 0.8949 -4.7149 2.4119
C 1.5755 -4.6403 3.7700
C 0.0435 -2.4725 2.0748
S -1.3572 -1.3719 1.9122
N 1.3320 -2.1030 2.0030
C 1.7995 -0.8918 2.0075
O 1.0443 0.2028 2.2091
C 3.2143 -0.6370 1.8084
C 3.6771 0.6721 1.6332
C 5.0078 0.8955 1.3346
C 5.8794 -0.1801 1.2164
C 5.4327 -1.4816 1.4201
C 4.1048 -1.7141 1.7136
H -3.0709 -4.7972 3.8060
H -2.0914 -3.3982 4.2610
H -1.4238 -5.0333 4.3797
H -2.2564 -3.6660 1.7562
H -1.5619 -5.2670 1.8767
H 1.6068 -4.5288 1.6095
H 0.4542 -5.6974 2.2604
H 1.9690 -3.6449 3.9651
H 2.4070 -5.3444 3.7823
H 0.8966 -4.9137 4.5760
H 2.9921 1.5022 1.7287
H 5.3701 1.9041 1.1926
H 6.9161 -0.0043 0.9612
H 6.1245 -2.3092 1.3473
H 3.7440 -2.7197 1.8768
C -1.8194 5.3428 3.2719
N -0.9212 4.5063 2.4478
C 0.1331 5.1232 1.6263
C -1.0752 3.2231 2.4436
O -0.3140 2.4663 1.7447
H -1.5199 6.3783 3.1592
H -1.7355 5.0628 4.3195
H -2.8484 5.2346 2.9370
H 0.1624 6.1846 1.8431
H -0.0825 4.9685 0.5692
H 1.0940 4.6721 1.8665
H -1.8739 2.8030 3.0546
O -1.2836 0.7418 -0.3395
Si -1.1843 0.6862 -2.0959
C -2.9499 0.8363 -2.6048
C -3.9807 0.9044 -1.6614
C -5.3105 0.9424 -2.0544
C -5.6335 0.9201 -3.4018
C -4.6260 0.8623 -4.3544
C -3.2990 0.8253 -3.9600
C -0.1143 2.1125 -2.6055
C 0.5920 2.8944 -1.6874
C 1.4157 3.9324 -2.1015
C 1.5470 4.2127 -3.4521
C 0.8578 3.4468 -4.3822
C 0.0387 2.4114 -3.9632
C -0.3725 -0.9134 -2.5657
C 0.2121 -1.7821 -1.6414
C 0.7569 -2.9963 -2.0316
C 0.7395 -3.3605 -3.3689
C 0.1935 -2.4992 -4.3094
C -0.3585 -1.2919 -3.9120
H -3.7516 0.9236 -0.6023
H -6.0948 0.9884 -1.3105
H -6.6691 0.9567 -3.7121
H -4.8751 0.8481 -5.4069
H -2.5358 0.7900 -4.7278
H 0.5142 2.6975 -0.6232
H 1.9612 4.5218 -1.3744
H 2.1843 5.0222 -3.7814
H 0.9613 3.6561 -5.4384
H -0.4840 1.8344 -4.7169
H 0.2712 -1.5073 -0.5965
H 1.1990 -3.6565 -1.2953
H 1.1581 -4.3077 -3.6816
H 0.1981 -2.7682 -5.3570
H -0.7816 -0.6454 -4.6714
*
```

**Molar mass**: 774.06 u
**Energy above the lowest of the compared OMol25 structures with the same formula, charge and spin**: 7.8 kcal/mol
**Frontier orbital gap**: 5.92 eV
**DFT total energy**: -66601.47035 eV

---

Entry 3:
Molecular formula: C33H37N4O2
Method: DFT, ωB97M-V/def2-TZVPD

```
! RIJCOSX wB97M-V def2-TZVPD def2/J DEFGRID3
* xyz 1 1
C 7.2683 -4.3263 1.2944
O 6.5171 -3.1034 1.0607
C 5.1670 -3.1693 0.9040
C 4.4933 -1.9857 0.5052
C 3.1238 -1.9857 0.2505
C 2.3753 -3.1403 0.5272
N 0.9745 -3.1842 0.3926
C 0.2113 -4.1910 0.9366
C -1.1039 -3.9130 0.7476
N -1.2148 -2.7282 0.1093
C -2.5113 -2.1425 -0.1298
C 0.0822 -2.0555 0.0168
C 0.2230 -1.2658 -1.2372
C -0.2272 0.0814 -1.2329
C -0.5268 0.8969 -0.1564
N -1.0209 2.1625 -0.2301
C -1.3325 2.8825 1.0091
C -2.4007 2.2004 1.8622
C -2.6706 2.9394 3.1509
C -3.9803 3.2888 3.4892
C -4.2319 4.0134 4.6559
C -3.1736 4.3674 5.5049
C -1.8646 3.9879 5.1783
C -1.6141 3.2677 4.0049
C -1.8060 4.2414 0.4976
O -2.1784 5.2000 1.1755
N -1.7331 4.2134 -0.8646
C -2.1470 5.3586 -1.6445
C -1.3125 2.9441 -1.4558
C -2.4523 2.3560 -2.2995
C -0.0789 3.1875 -2.3453
C 0.5904 -1.9001 -2.5052
C 1.3031 -3.1234 -2.6235
C 1.5593 -3.7162 -3.8598
C 1.0947 -3.1274 -5.0441
C 0.4306 -1.8962 -4.9753
C 0.1928 -1.3035 -3.7394
C 3.0445 -4.3075 0.9495
C 4.4196 -4.3405 1.1272
H 8.3035 -3.9853 1.3629
H 6.9648 -4.8132 2.2399
H 7.1533 -5.0324 0.4523
H 5.0748 -1.0754 0.4184
H 2.6392 -1.0880 -0.1252
H 0.6290 -5.0718 1.3993
H -1.9455 -4.5166 1.0559
H -2.4383 -1.3281 -0.8463
H -3.1935 -2.9016 -0.5462
H -2.9498 -1.7505 0.8092
H 0.1397 -1.3086 0.8396
H -0.3692 0.5711 -2.1959
H -0.4055 0.5586 0.8756
H -0.4049 3.0249 1.5967
H -3.3298 2.1405 1.2733
H -2.0808 1.1691 2.0789
H -4.7899 3.0129 2.8093
H -5.2554 4.3027 4.9004
H -3.3686 4.9347 6.4196
H -1.0324 4.2543 5.8326
H -0.5960 2.9783 3.7325
H -2.4175 6.1606 -0.9519
H -1.3315 5.6974 -2.2958
H -3.0143 5.1146 -2.2720
H -3.3915 2.3689 -1.7305
H -2.5754 2.9732 -3.2002
H -2.2326 1.3306 -2.6126
H 0.5884 3.9137 -1.8597
H 0.4723 2.2626 -2.5300
H -0.4181 3.5957 -3.3081
H 1.6707 -3.6328 -1.7362
H 2.1014 -4.6653 -3.9067
H 1.2378 -3.6100 -6.0099
H 0.0641 -1.4052 -5.8779
H -0.3928 -0.3846 -3.7537
H 2.5012 -5.2243 1.1839
H 4.9038 -5.2540 1.4719
*
```

**Molar mass**: 521.69 u
**SMILES**: COc1ccc(N2C=CN(C)[C@@H]2/C(=C\C=[N+]2\[C@H](Cc3ccccc3)C(=O)N(C)C2(C)C)c2ccccc2)cc1
**Frontier orbital gap**: 4.05 eV
**DFT total energy**: -44868.84399 eV